Run one
Computed, not measured: 2 unconnected molecules or ions with the total composition CH5NO2S, with wB97M-V/def2-TZVPD.

Properties
HOMO energy (alpha / beta) (Ha): -0.32702 / -0.33354

Geometry as ORCA input:
```
! wB97M-V def2-TZVPD RIJCOSX def2/J DEFGRID3
* xyz 0 1
C -0.236 -1.464 -0.160
N -1.183 1.840 0.816
O -0.349 1.840 -1.537
O -2.515 0.601 -1.120
S -1.214 1.088 -0.673
H -1.147 -1.817 -0.566
H 0.648 -1.523 -0.914
H -0.143 -1.386 0.933
H -0.585 2.635 0.927
H -1.747 1.680 1.586
*
```

---

Run two
Computed, not measured: 2 unconnected molecules or ions with the total composition CH5NO2S, with wB97M-V/def2-TZVPD.

Properties
HOMO energy (alpha / beta) (Ha): -0.41789 / -0.32958

Geometry as ORCA input:
```
! wB97M-V def2-TZVPD RIJCOSX def2/J DEFGRID3
* xyz 0 1
C 0.830 1.187 -0.484
N -2.275 -0.787 0.259
O 2.157 -1.148 -0.874
O 1.080 -0.766 1.297
S 1.054 -0.594 -0.111
H 0.538 1.537 0.580
H 1.810 1.475 -0.839
H -0.010 1.301 -1.232
H -2.801 -1.695 0.104
H -2.383 -0.510 1.301
*
```

---

Which is the most stable structure? run one is the most stable.

---

Run one
Computed, not measured: 2 unconnected molecules or ions with the total composition C3H6NP, with wB97M-V/def2-TZVPD.

Properties
HOMO energy (Ha): -0.33389

Geometry as ORCA input:
```
! wB97M-V def2-TZVPD RIJCOSX def2/J DEFGRID3
* xyz 0 1
C -0.148 -0.810 0.524
N -0.953 -0.695 -0.395
P -2.058 0.504 -0.848
H 0.347 -1.773 0.670
H -0.339 -0.205 1.427
H -3.031 -0.462 -0.819
H -2.354 0.930 0.534
C 2.474 0.424 -0.707
C 1.677 0.799 0.091
H 3.028 -0.332 -1.140
H 1.359 1.620 0.663
*
```

---

Run two
Computed, not measured: a molecular structure, C3H6NP, with wB97M-V/def2-TZVPD.

Properties
HOMO energy (Ha): -0.28917

Geometry as ORCA input:
```
! wB97M-V def2-TZVPD RIJCOSX def2/J DEFGRID3
* xyz 0 1
C 0.309 -0.348 -0.332
C -0.780 -0.913 1.210
C 1.659 0.309 0.066
N -1.700 -0.077 0.789
P -1.136 0.788 -0.550
H 2.196 -0.650 0.230
H 2.028 0.598 -0.928
H 1.554 1.055 0.885
H -2.585 0.150 1.364
H -2.079 0.232 -1.674
H 0.534 -1.142 -1.060
*
```

---

Run three
Computed, not measured: 2 unconnected molecules or ions with the total composition C3H6NP, with wB97M-V/def2-TZVPD.

Properties
HOMO energy (Ha): -0.32483

Geometry as ORCA input:
```
! wB97M-V def2-TZVPD RIJCOSX def2/J DEFGRID3
* xyz 0 1
C -1.920 -1.216 -0.076
C -1.401 -0.058 -0.205
N -1.215 1.136 -0.229
H -1.931 -1.653 0.923
H -2.250 -1.816 -0.928
H 0.003 1.392 0.039
C 1.770 0.949 -0.088
P 1.535 -0.676 -0.225
H 1.934 1.348 -1.063
H 1.927 1.613 0.712
H 1.549 -1.018 1.140
*
```

---

Which is the most stable structure? run three is the most stable.

---

Run one
Computed, not measured: 3 unconnected molecules or ions with the total composition C3H12O2S2, with wB97M-V/def2-TZVPD.

Properties
HOMO energy (Ha): -0.29492

Geometry as ORCA input:
```
! wB97M-V def2-TZVPD RIJCOSX def2/J DEFGRID3
* xyz 0 1
C 3.609 1.101 1.297
C 3.233 -0.306 1.758
S 2.826 -1.440 0.404
S 1.334 -0.342 -0.561
C 0.095 -1.639 -0.912
H 2.767 1.739 1.116
H 4.192 0.952 0.380
H 4.302 1.584 1.982
H 4.166 -0.768 2.107
H 2.482 -0.471 2.519
H -0.107 -1.662 -1.975
H 0.448 -2.594 -0.531
H -0.789 -1.349 -0.361
O -3.845 4.162 -0.397
H -2.944 3.842 -0.531
H -3.727 4.785 0.329
O -5.690 -2.605 -2.425
H -6.390 -3.217 -2.178
H -5.961 -1.772 -2.020
*
```

---

Run two
Computed, not measured: 3 unconnected molecules or ions with the total composition C3H12O2S2, with wB97M-V/def2-TZVPD.

Properties
HOMO energy (Ha): -0.33554

Geometry as ORCA input:
```
! wB97M-V def2-TZVPD RIJCOSX def2/J DEFGRID3
* xyz 0 1
C -1.573 0.574 -0.853
C -0.133 0.144 -0.650
C 0.278 0.271 0.824
S 1.852 -0.577 1.008
S 2.471 -0.197 2.922
H -1.809 1.534 -0.394
H -1.825 0.590 -1.910
H -2.264 -0.139 -0.372
H 0.538 0.766 -1.247
H -0.006 -0.874 -1.021
H -0.490 -0.182 1.457
H 0.363 1.343 1.067
H 3.089 0.985 2.742
O 5.404 2.320 -0.372
H 5.038 1.995 0.463
H 5.987 3.047 -0.104
O -5.566 -4.058 -0.847
H -6.423 -3.829 -1.219
H -4.932 -3.714 -1.494
*
```

---

Run three
Computed, not measured: 3 unconnected molecules or ions with the total composition C3H12O2S2, with wB97M-V/def2-TZVPD.

Properties
HOMO energy (Ha): -0.32372

Geometry as ORCA input:
```
! wB97M-V def2-TZVPD RIJCOSX def2/J DEFGRID3
* xyz 0 1
C 0.189 1.806 -1.868
C 0.474 0.319 -1.670
S -1.039 -0.581 -1.223
S -0.287 -2.479 -0.936
C 0.360 -2.348 0.752
H -0.345 1.964 -2.814
H -0.388 2.241 -1.060
H 1.152 2.306 -1.958
H 1.186 0.173 -0.868
H 0.867 -0.104 -2.588
H 0.934 -3.252 0.950
H -0.467 -2.267 1.457
H 1.042 -1.505 0.843
O -1.718 0.184 2.051
H -2.441 0.683 2.444
H -2.014 -0.110 1.180
O 0.989 1.051 1.416
H 0.099 0.714 1.624
H 1.407 1.205 2.267
*
```

---

Which is the most stable structure? run three is the most stable.

---

Run one
Computed, not measured: 3 unconnected molecules or ions with the total composition C3H12O2S2, with wB97M-V/def2-TZVPD.

Properties
HOMO energy (Ha): -0.31288

Geometry as ORCA input:
```
! wB97M-V def2-TZVPD RIJCOSX def2/J DEFGRID3
* xyz 0 1
C 0.000 1.082 -1.810
C 0.793 1.170 -0.502
S -0.223 1.174 0.979
S 0.750 2.564 2.157
C -0.556 3.740 2.434
H -0.427 0.086 -1.954
H -0.813 1.788 -1.772
H 0.640 1.335 -2.663
H 1.347 2.122 -0.516
H 1.612 0.442 -0.488
H -0.571 4.084 3.468
H -1.552 3.313 2.257
H -0.540 4.646 1.821
O 1.490 -4.343 0.020
H 0.608 -4.251 -0.347
H 1.643 -3.518 0.495
O -1.715 -5.276 -0.962
H -1.517 -4.386 -1.287
H -0.970 -5.774 -1.330
*
```

---

Run two
Computed, not measured: 3 unconnected molecules or ions with the total composition C3H12O2S2, with wB97M-V/def2-TZVPD.

Properties
HOMO energy (Ha): -0.28577

Geometry as ORCA input:
```
! wB97M-V def2-TZVPD RIJCOSX def2/J DEFGRID3
* xyz 0 1
C -1.531 1.325 -0.169
C -0.477 0.175 -0.131
C 0.264 0.048 1.225
S 1.820 -1.107 1.067
S 3.374 -1.951 -0.146
H -1.389 2.164 -0.939
H -2.501 0.879 -0.277
H -1.588 1.805 0.829
H 0.175 0.208 -1.029
H -1.107 -0.782 -0.224
H -0.346 -0.399 2.089
H 0.798 0.950 1.637
H 2.937 -1.288 -1.220
O 3.088 1.151 -0.632
H 2.150 0.835 -0.168
H 3.122 1.824 -1.256
O -2.586 -1.916 -0.479
H -3.468 -1.511 -0.593
H -2.734 -2.408 0.416
*
```

---

Which is the most stable structure? run one is the most stable.

---

Run one
Computed, not measured: 3 unconnected molecules or ions with the total composition C3H12O2S2, with wB97M-V/def2-TZVPD.

Properties
HOMO energy (Ha): -0.31230

Geometry as ORCA input:
```
! wB97M-V def2-TZVPD RIJCOSX def2/J DEFGRID3
* xyz 0 1
C -1.298 -0.240 -0.168
C 0.110 0.162 0.332
C 1.214 -0.543 -0.378
S 2.631 0.497 -0.496
S 2.964 1.190 1.400
H -1.114 -1.319 -0.174
H -2.051 0.108 0.573
H -1.608 0.217 -1.114
H 0.249 -0.040 1.428
H 0.226 1.253 0.279
H 0.934 -0.806 -1.409
H 1.564 -1.484 0.101
H 4.173 0.620 1.454
O 0.536 -2.267 3.009
H -0.429 -2.213 2.743
H 0.600 -2.461 3.952
O -3.267 2.643 -3.860
H -2.475 2.720 -4.422
H -2.958 1.966 -3.252
*
```

---

Run two
Computed, not measured: 3 unconnected molecules or ions with the total composition C3H12O2S2, with wB97M-V/def2-TZVPD.

Properties
HOMO energy (Ha): -0.31210

Geometry as ORCA input:
```
! wB97M-V def2-TZVPD RIJCOSX def2/J DEFGRID3
* xyz 0 1
C -0.672 -0.705 2.341
C 0.536 0.270 2.050
C 0.844 0.438 0.472
S 2.710 0.701 0.429
S 3.591 -0.136 -1.361
H -1.385 -0.530 1.537
H -1.235 -0.619 3.283
H -0.200 -1.705 2.360
H 0.219 1.281 2.419
H 1.458 0.260 2.605
H 0.597 -0.462 -0.105
H 0.257 1.247 -0.115
H 2.640 -1.105 -1.580
O 1.464 2.231 -3.198
H 1.137 1.345 -2.854
H 2.395 2.097 -3.207
O -4.550 -1.394 -1.444
H -4.357 -2.003 -2.125
H -5.448 -1.211 -1.505
*
```

---

Which is the most stable structure? run one is the most stable.

---

Run one
Computed, not measured: C16H17N3O4 in the gas phase, with wB97M-V/def2-TZVPD.

Properties
HOMO energy (Ha): -0.27617

Geometry as ORCA input:
```
! wB97M-V def2-TZVPD RIJCOSX def2/J DEFGRID3
* xyz 0 1
C -7.743 -0.059 -0.522
O -6.695 1.008 -0.254
C -5.499 0.519 -0.110
C -5.033 -0.915 -0.421
C -3.768 -1.077 -0.043
C -2.915 -0.109 0.446
C -1.504 -0.181 0.349
C -0.546 0.654 1.347
N -0.954 -1.503 -0.266
N 0.374 -1.594 -0.091
C 1.406 -0.927 -0.588
O 1.304 0.248 -0.568
C 2.753 -1.872 -0.505
N 3.788 -0.853 -0.582
C 5.036 -0.829 0.043
O 5.111 -1.863 0.925
C 5.837 0.174 -0.099
C 6.990 0.442 0.741
C 7.590 1.706 0.193
C 6.574 2.140 -0.521
O 5.599 1.419 -1.032
C -3.352 1.329 0.336
C -4.723 1.595 0.182
H -7.402 -0.497 -1.589
H -7.880 -0.817 0.152
H -8.866 0.587 -0.569
H -5.714 -1.528 -0.282
H -3.300 -1.979 -0.412
H 0.180 -0.100 1.792
H -0.112 1.311 0.732
H -1.153 1.291 2.122
H 0.430 -2.712 -0.319
H 2.909 -2.373 0.400
H 2.681 -2.248 -1.492
H 3.532 0.059 -0.976
H 7.618 -0.181 1.222
H 8.538 1.868 0.392
H 6.665 3.025 -1.266
H -2.729 2.320 0.734
H -5.025 2.520 0.396
*
```

---

Run two
Computed, not measured: C16H17N3O4 in the gas phase, with wB97M-V/def2-TZVPD.

Properties
HOMO energy (Ha): -0.31267

Geometry as ORCA input:
```
! wB97M-V def2-TZVPD RIJCOSX def2/J DEFGRID3
* xyz 0 1
C 2.221 1.555 4.568
C 1.433 1.211 3.341
N 0.397 0.488 3.528
N -0.421 0.141 2.517
C -1.433 -0.757 2.671
O -1.692 -1.348 3.688
C -2.240 -0.963 1.381
N -1.613 -0.453 0.188
C -2.133 0.569 -0.524
O -3.170 1.129 -0.248
C -1.269 1.020 -1.707
O -0.226 0.142 -2.053
C -0.541 -1.012 -2.731
C -1.834 -1.464 -2.961
C -2.028 -2.650 -3.651
C -0.952 -3.390 -4.105
C 0.337 -2.940 -3.865
C 0.545 -1.759 -3.183
C 1.945 1.724 2.080
C 3.018 2.551 1.842
C 3.119 2.692 0.441
C 2.112 1.946 -0.088
O 1.395 1.361 0.886
H 1.756 1.077 5.423
H 2.232 2.633 4.720
H 3.248 1.210 4.472
H -0.286 0.554 1.595
H -3.191 -0.430 1.493
H -2.455 -2.031 1.286
H -0.761 -0.889 -0.133
H -0.783 1.956 -1.412
H -1.923 1.237 -2.560
H -2.690 -0.912 -2.606
H -3.036 -2.994 -3.828
H -1.115 -4.313 -4.640
H 1.184 -3.511 -4.213
H 1.541 -1.392 -2.989
H 3.654 3.004 2.574
H 3.844 3.267 -0.097
H 1.812 1.743 -1.097
*
```

---

Which is the most stable structure? run two is the most stable.